Record 1
8
Properties=species:S:1:pos:R:3 method="wB97M-V/def2-TZVPD" smiles="[H]/N=C/OSN=O" e_above_lowest_ev=5.6943 e_lumo_ev=0.0444 homo_lumo_gap_ev=9.0
C -0.15351 -0.47315 0.58939
N -0.82568 0.44236 0.07903
N -2.79880 -1.98505 -0.07172
O -0.78497 -1.55636 1.13222
O -3.93982 -2.06428 -0.48859
S -2.37865 -1.24706 1.25913
H 0.83676 -0.38338 0.91951
H -0.24299 1.03617 -0.39614

---

Record 2
8
Properties=species:S:1:pos:R:3 method="wB97M-V/def2-TZVPD" e_above_lowest_ev=6.1745 e_lumo_ev="-0.3291 / -0.3288" homo_lumo_gap_ev="8.1 / 8.1"
C -0.55553 -0.71853 0.28395
N -1.15013 0.13329 -0.53844
N 1.38060 0.28709 0.36806
O 1.31169 1.37982 -0.17686
O 2.18581 -0.25343 1.01419
S -0.65853 -1.90432 1.23340
H -0.68920 1.03503 -0.85838
H -1.82471 0.04105 -1.32593

---

Record 3
8
Properties=species:S:1:pos:R:3 method="wB97M-V/def2-TZVPD" smiles="N=C=S.O=NO" e_above_lowest_ev=4.8255 e_lumo_ev=-0.1205 homo_lumo_gap_ev=9.5
C 0.44164 1.21789 1.01282
N 1.19173 0.75210 1.77084
N -0.08708 -0.94163 -0.94835
O -1.28090 -1.01968 -1.67760
O -0.06002 -1.79246 -0.12451
S -0.46927 2.20996 0.27232
H -1.31396 -0.25092 -2.18970
H 1.57785 -0.17527 1.88417

---

Record 4
9
Properties=species:S:1:pos:R:3 method="wB97M-V/def2-TZVPD" smiles="N#CSS(N)(=O)=O" e_above_lowest_ev=3.2590 e_lumo_ev=-2.6040 homo_lumo_gap_ev=8.6
C 2.28424 0.50840 -0.02538
N 3.08646 -0.28242 -0.02831
N -1.84736 0.12642 0.00522
O 0.40514 -0.71196 -1.27000
O 0.13512 -0.73183 1.24873
S 0.52729 1.87379 0.00584
S -0.09270 -0.08881 -0.03613
H -2.31351 -0.38758 -0.79588
H -2.18467 -0.30601 0.89590

---

Record 5
9
Properties=species:S:1:pos:R:3 method="wB97M-V/def2-TZVPD" e_above_lowest_ev=7.2265 e_lumo_ev=-0.8331 homo_lumo_gap_ev=8.5
C -0.25035 -0.80326 1.20157
N -0.61926 -3.35594 1.40901
N -0.16482 -3.66368 2.40719
O 0.36247 -3.25168 3.40418
O -1.18867 -3.62157 0.38372
S -1.53702 0.07006 0.57475
S 1.19132 -1.14029 0.37464
H -1.05340 0.52705 -0.47594
H 0.90377 -0.80882 -0.89423

---

Record 6
8
Properties=species:S:1:pos:R:3 method="wB97M-V/def2-TZVPD" e_above_lowest_ev=2.8182 e_lumo_ev=-0.6482 homo_lumo_gap_ev=9.1
C -2.82929 -1.32910 -0.06863
N -1.95377 -1.22233 0.70207
N 1.36917 0.29108 0.00152
O 2.09261 -0.10954 0.83962
O 1.14236 -0.15690 -1.15586
Si 0.15095 1.54522 -0.45379
H -1.21721 -1.22235 1.31830
H 1.24518 2.20392 -1.18323

---

Record 7
8
Properties=species:S:1:pos:R:3 method="wB97M-V/def2-TZVPD" smiles="N#C[SiH]=O.N=O" e_above_lowest_ev=0.8113 e_lumo_ev=-1.2953 homo_lumo_gap_ev=8.6
C -2.40878 -0.40640 0.00838
N -3.44624 -0.75301 0.34717
N 2.07291 -0.11791 0.23677
O 2.89298 0.72266 0.00195
O -0.18260 1.51723 -0.05625
Si -0.70607 0.18043 -0.50215
H -0.13862 -0.87692 -1.31010
H 1.91644 -0.26608 1.27424

---

Record 8
8
Properties=species:S:1:pos:R:3 method="wB97M-V/def2-TZVPD" e_above_lowest_ev=0.4058 e_lumo_ev="7.3069 / 7.3065" total_charge=-2 homo_lumo_gap_ev="5.0 / 5.0"
C 1.60162 -0.15558 -0.07466
N 0.30834 0.29004 0.19491
N -2.74652 0.35807 -0.00709
O 1.72376 -1.29123 -0.43764
O -3.11659 -0.86670 -0.14578
O 2.51309 0.63082 0.20454
H -0.59014 -0.17113 -0.16465
H 0.30643 1.20570 0.43037

---

Record 9
8
Properties=species:S:1:pos:R:3 method="wB97M-V/def2-TZVPD" smiles="C=[N+]([O-])[N+](=O)[O-]" e_above_lowest_ev=5.3046 e_lumo_ev=-1.1178 homo_lumo_gap_ev=9.3
C 1.20655 0.09426 -0.03361
N 0.07178 0.67257 0.06660
N -1.23503 -0.44346 0.01641
O -0.35124 1.82703 0.02762
O -0.75853 -1.77135 0.05897
O -2.32291 0.00661 0.01672
H 2.05643 0.63756 -0.11187
H 1.33295 -1.02321 -0.04086

---

Record 10
8
Properties=species:S:1:pos:R:3 method="wB97M-V/def2-TZVPD" smiles="O=[N+]([O-])N1CO1" e_above_lowest_ev=4.8397 e_lumo_ev=-0.0504 homo_lumo_gap_ev=11.0
C -1.19403 -0.11843 0.09746
N 0.15076 -0.22477 0.54201
N 1.29965 0.25401 -0.09616
O 2.13511 -0.51733 -0.49785
O 1.37671 1.46150 0.04126
O -0.52786 -1.35281 0.02165
H -2.05452 0.10458 0.81842
H -1.18582 0.39324 -0.92679

---

Record 11
9
Properties=species:S:1:pos:R:3 method="wB97M-V/def2-TZVPD" e_above_lowest_ev=2.4611 e_lumo_ev="6.7709 / 6.7617" total_charge=-2 homo_lumo_gap_ev="7.2 / 5.3"
C 0.40357 -1.69565 -0.75532
N 1.31199 -0.93970 -0.44331
N 0.38501 1.67326 1.91527
O -0.88510 -1.04081 -1.17985
O 0.31184 -2.95582 -0.77200
O -0.75066 2.18048 -0.55993
S 0.45149 1.76508 0.31394
H -0.84556 -0.05953 -0.83944
H -0.38257 1.07270 2.32064

---

Record 12
9
Properties=species:S:1:pos:R:3 method="wB97M-V/def2-TZVPD" e_above_lowest_ev=5.6481 e_lumo_ev="-1.0230 / -1.0016" homo_lumo_gap_ev="7.6 / 7.6"
C -0.45937 1.39400 -0.94428
N -1.65194 1.08981 -0.21076
N -2.27330 0.13950 0.11840
O -0.37020 1.08468 -2.09531
O -3.33663 -0.08407 0.54096
O -1.41751 -1.45501 -0.02001
S -0.12206 -1.71777 -0.68074
H 0.19208 1.96713 -0.14590
H 0.84405 -1.30868 0.34406

---

Record 13
9
Properties=species:S:1:pos:R:3 method="wB97M-V/def2-TZVPD" smiles="[H]/N=N/[C@H]1OS1(=O)=O" e_above_lowest_ev=3.5754 e_lumo_ev=-0.8985 homo_lumo_gap_ev=9.6
C -0.40206 0.29224 0.01580
N 0.23563 0.31848 -2.07424
N -0.63804 0.01969 -1.25826
O 1.00652 -1.73245 1.28287
O 0.95578 0.42324 2.38748
O -1.15021 -0.31247 1.11423
S 0.46881 -0.43283 1.36854
H -0.34432 1.31674 0.13476
H -0.13211 0.10737 -2.97118

---

Record 14
9
Properties=species:S:1:pos:R:3 method="wB97M-V/def2-TZVPD" smiles="O=[SiH]O.N#CN=O" e_above_lowest_ev=2.0042 e_lumo_ev="-2.0777 / -2.0817" homo_lumo_gap_ev="8.4 / 8.4"
C -2.65988 -0.39829 0.50949
N -2.98931 -1.18240 1.28843
N -2.22755 0.44565 -0.41669
O 1.25401 1.15909 0.78904
O -2.77823 1.44098 -0.78796
O 2.38108 -0.45172 -1.05976
Si 2.15902 0.01269 0.45744
H 2.10226 0.18139 -1.70842
H 2.75860 -1.20738 0.92843

---

Record 15
9
Properties=species:S:1:pos:R:3 method="wB97M-V/def2-TZVPD" e_above_lowest_ev=0.7094 e_lumo_ev="0.2756 / 0.2760" homo_lumo_gap_ev="10.1 / 10.1"
C -0.08426 -1.40376 -1.75373
N -0.19004 0.02241 0.78350
N -0.19295 0.76369 1.84516
O -1.18309 -1.33486 -2.09802
O 1.02931 -1.51283 -1.44716
O 0.23249 1.93995 1.66760
O 0.13884 0.52930 -0.39121
H -0.27923 -1.00558 0.72022
H 0.52894 2.00168 0.67364

---

Record 16
10
Properties=species:S:1:pos:R:3 method="wB97M-V/def2-TZVPD" smiles="NC(=O)N=S(=O)([O-])[O-]" e_lumo_ev=6.9382 total_charge=-2 homo_lumo_gap_ev=7.3
C -1.06032 -0.62299 -0.57475
N -0.96502 -1.78020 -0.04110
N -0.11929 0.25321 0.33532
O -1.35163 -3.12740 -2.39473
O -1.53826 -0.05662 -1.50054
O -3.23119 -3.21764 -0.68408
O -1.10138 -4.35676 -0.26837
S -1.75511 -3.18667 -0.95065
H 0.70195 0.43127 -0.32485
H 0.21280 -0.59439 0.94231

---

Record 17
10
Properties=species:S:1:pos:R:3 method="wB97M-V/def2-TZVPD" e_above_lowest_ev=0.4992 e_lumo_ev="-1.4383 / -1.4372" homo_lumo_gap_ev="6.3 / 6.3"
C 0.08106 0.12799 -0.16714
N 2.49052 -1.36074 1.13682
N 1.17882 0.43366 -0.76353
O 2.73726 2.64596 -0.40772
P 2.57927 -2.08349 -0.30249
P 2.38090 -0.31500 -1.71621
P 2.68939 1.22389 -0.08885
P 2.59503 -0.00522 1.85219
H -0.65669 -0.34958 -0.61143
H -0.10759 0.52985 0.83643

---

Record 18
8
Properties=species:S:1:pos:R:3 method="wB97M-V/def2-TZVPD" smiles="N#C[S@](N)(=O)=S" e_above_lowest_ev=1.3011 e_lumo_ev=-0.1376 homo_lumo_gap_ev=10.0
C 0.15241 -0.90071 -1.17322
N 0.41094 -1.04183 -2.29434
N 0.48287 1.04511 0.69428
O -0.08339 -1.35571 1.43865
S -2.25921 0.13834 0.01703
S -0.42773 -0.29266 0.49769
H 0.31158 1.76235 0.01251
H 1.41252 0.64511 0.80740

---

Record 19
7
Properties=species:S:1:pos:R:3 method="wB97M-V/def2-TZVPD" e_above_lowest_ev=3.2120 e_lumo_ev=-1.3546 homo_lumo_gap_ev=8.3
C -0.78821 -1.22697 -0.92547
N -1.74044 -1.17433 -1.56572
N 0.07038 0.30019 0.75307
P 0.58942 1.63285 1.20896
P 0.69294 -1.06026 0.02968
H -0.55832 2.18013 2.05305
H 1.73422 -0.65162 -1.55358

---

Record 20
7
Properties=species:S:1:pos:R:3 method="wB97M-V/def2-TZVPD" smiles=N#CN(S)S e_above_lowest_ev=1.4061 e_lumo_ev=-0.6831 homo_lumo_gap_ev=9.1
C -1.40594 -0.09977 -0.34208
N -2.46432 -0.23948 -0.76058
N -0.15762 0.06168 0.03107
S 0.29950 1.53323 0.74675
S 0.72029 -1.50101 0.67416
H 1.38600 1.70844 -0.03402
H 1.62208 -1.46310 -0.31530

---

Number 1: DFT total energy -697.3417 Eh. Number 2: DFT total energy -697.3240 Eh. Number 3: DFT total energy -697.3736 Eh. Number 4: DFT total energy -1095.5301 Eh. Number 5: DFT total energy -1095.3843 Eh. Number 6: DFT total energy -588.5971 Eh. Number 7: DFT total energy -588.6709 Eh. Number 8: DFT total energy -374.4117 Eh. Number 9: DFT total energy -374.2842 Eh. Number 10: DFT total energy -374.3013 Eh. Number 11: DFT total energy -772.5963 Eh. Number 12: DFT total energy -772.4993 Eh. Number 13: DFT total energy -772.5754 Eh. Number 14: DFT total energy -663.9249 Eh. Number 15: DFT total energy -449.6626 Eh. Number 16: DFT total energy -847.9461 Eh. Number 17: DFT total energy -1589.4055 Eh. Number 18: DFT total energy -1020.3445 Eh. Number 19: DFT total energy -831.4073 Eh. Number 20: DFT total energy -945.1119 Eh.